(1)
{"formula": "C5H5NO", "method": "ωB97M-V/def2-TZVPD", "de_lowest_ev": 1.343, "orbital_gap_ev": 10.9, "elements": ["O", "C", "C", "C", "C", "C", "N", "H", "H", "H", "H", "H"], "positions_angstrom": [[1.974, 1.815, -0.666], [0.915, 1.279, -0.449], [0.800, -0.166, -0.093], [0.004, -0.551, 1.125], [-0.535, -0.878, -0.236], [-1.685, -0.139, -0.713], [-2.598, 0.470, -1.082], [-0.041, 1.840, -0.503], [1.691, -0.746, -0.310], [-0.493, 0.238, 1.684], [0.378, -1.373, 1.728], [-0.501, -1.910, -0.570]], "forces_ev_per_a": [[-0.4, -0.2, 0.0], [0.2, 0.1, 0.0], [0.2, 0.0, -0.1], [0.0, 0.0, 0.2], [-0.1, -0.1, -0.1], [-0.7, 0.5, -0.3], [0.9, -0.6, 0.4], [0.1, 0.0, 0.1], [-0.2, 0.1, 0.0], [0.1, -0.1, -0.1], [0.0, 0.1, -0.1], [0.0, 0.2, 0.1]]}

=====

(2)
{"formula": "C3H8N2O2", "method": "ωB97M-V/def2-TZVPD", "de_lowest_ev": 2.264, "orbital_gap_ev": 10.0, "elements": ["N", "C", "C", "O", "C", "N", "O", "H", "H", "H", "H", "H", "H", "H", "H"], "positions_angstrom": [[1.662, 0.122, 0.237], [0.255, 0.593, 0.334], [-0.389, 0.404, -1.091], [0.086, 1.327, -2.042], [-0.682, -0.201, 1.225], [-0.638, -1.569, 0.988], [-1.455, 0.426, 1.907], [2.037, -0.515, 0.930], [2.159, 0.993, 0.399], [0.162, 1.631, 0.660], [-1.475, 0.621, -0.971], [-0.241, -0.654, -1.354], [-0.340, 1.006, -2.841], [-1.244, -2.014, 0.321], [0.104, -2.171, 1.298]], "forces_ev_per_a": [[0.0, 1.3, 0.1], [0.1, -0.9, -1.1], [-0.9, 0.5, 1.6], [0.3, -0.5, 0.0], [0.6, 1.7, -0.6], [-0.6, -1.6, 0.6], [-0.3, -1.2, 0.1], [-0.7, -0.1, 0.2], [0.6, -0.3, -0.3], [0.3, 0.0, -0.2], [0.3, -0.5, 0.0], [0.1, 0.4, -0.2], [0.3, 0.4, -0.4], [-0.3, 0.2, 0.2], [0.3, 0.4, 0.0]]}

=====

(3)
{"formula": "C19H19ClN2OPdSTe", "method": "ωB97M-V/def2-TZVPD", "de_lowest_ev": 0.083, "orbital_gap_ev": 6.4, "elements": ["Pd", "C", "C", "O", "N", "C", "C", "C", "C", "C", "C", "N", "H", "H", "H", "H", "H", "H", "H", "H", "H", "H", "Cl", "C", "C", "C", "C", "C", "C", "C", "H", "H", "H", "H", "H", "H", "Te", "C", "C", "C", "C", "S", "H", "H", "H"], "positions_angstrom": [[-0.023, 0.644, 0.087], [-3.309, 3.653, 0.352], [-2.595, 2.402, 0.780], [-1.369, 2.354, 0.785], [-3.361, 1.371, 1.195], [-2.799, 0.095, 1.619], [-2.720, -0.853, 0.449], [-3.698, -1.809, 0.229], [-3.646, -2.580, -0.921], [-2.622, -2.357, -1.824], [-1.669, -1.400, -1.521], [-1.699, -0.671, -0.404], [-2.993, 3.896, -0.662], [-2.987, 4.468, 0.999], [-4.393, 3.566, 0.391], [-4.356, 1.436, 1.062], [-3.425, -0.316, 2.410], [-1.803, 0.276, 2.022], [-4.486, -1.946, 0.957], [-4.395, -3.337, -1.110], [-2.544, -2.921, -2.742], [-0.836, -1.211, -2.184], [-0.003, -2.074, 2.180], [1.716, -1.832, 1.939], [2.560, -2.227, 2.960], [3.930, -2.091, 2.797], [4.427, -1.584, 1.606], [3.562, -1.194, 0.600], [2.173, -1.277, 0.742], [1.270, -0.856, -0.361], [2.142, -2.640, 3.868], [4.599, -2.395, 3.592], [5.495, -1.492, 1.455], [3.963, -0.821, -0.334], [0.616, -1.693, -0.620], [1.863, -0.582, -1.232], [1.746, 2.403, 0.590], [3.590, 1.844, -0.225], [4.791, 1.793, 0.425], [5.874, 1.419, -0.416], [5.482, 1.199, -1.702], [3.803, 1.482, -1.890], [4.886, 1.990, 1.484], [6.896, 1.317, -0.079], [6.093, 0.906, -2.540]], "forces_ev_per_a": [[0.0, 0.0, 0.1], [0.0, 0.0, 0.0], [0.0, 0.0, 0.2], [0.0, -0.1, -0.2], [0.0, 0.0, 0.0], [0.0, 0.0, -0.1], [0.1, 0.1, -0.1], [0.0, 0.0, 0.0], [0.0, 0.0, 0.0], [0.0, 0.0, 0.0], [0.0, 0.0, 0.0], [-0.2, -0.1, 0.1], [0.0, 0.0, 0.0], [0.0, 0.0, 0.0], [0.0, 0.0, 0.0], [0.0, 0.0, 0.0], [0.0, 0.0, 0.0], [0.0, 0.0, 0.0], [0.0, 0.0, 0.0], [0.0, 0.0, 0.0], [0.0, 0.0, 0.0], [0.0, 0.0, 0.0], [0.0, 0.0, 0.0], [0.0, 0.0, -0.1], [0.0, 0.0, 0.0], [0.0, 0.0, 0.0], [0.0, 0.0, 0.0], [-0.1, 0.0, 0.0], [0.1, -0.1, 0.1], [0.0, 0.1, 0.0], [0.0, 0.0, 0.0], [0.0, 0.0, 0.0], [0.0, 0.0, 0.0], [0.0, 0.0, 0.0], [0.0, 0.0, 0.0], [0.0, 0.0, 0.0], [0.1, 0.0, 0.0], [0.0, 0.1, 0.0], [0.0, -0.1, 0.1], [0.0, 0.0, 0.0], [0.0, 0.0, 0.0], [0.0, 0.0, 0.0], [0.0, 0.0, 0.0], [0.0, 0.0, 0.0], [0.0, 0.0, 0.0]]}

=====

(4)
{"formula": "C26H58FIN3O9P2S", "method": "ωB97M-V/def2-TZVPD", "charge": -1, "orbital_gap_ev": 6.9, "elements": ["C", "C", "O", "C", "O", "C", "C", "C", "C", "F", "C", "O", "P", "I", "C", "C", "C", "C", "N", "C", "C", "O", "P", "S", "O", "H", "H", "H", "H", "H", "H", "H", "H", "H", "H", "H", "H", "H", "H", "H", "H", "H", "H", "H", "H", "H", "H", "H", "H", "H", "H", "H", "H", "C", "O", "C", "C", "N", "C", "C", "O", "C", "H", "H", "H", "H", "H", "H", "H", "H", "H", "H", "H", "H", "H", "H", "H", "C", "O", "C", "C", "N", "C", "C", "O", "C", "H", "H", "H", "H", "H", "H", "H", "H", "H", "H", "H", "H", "H", "H", "H"], "positions_angstrom": [[8.710, -3.119, 1.413], [8.518, -1.725, 0.830], [7.135, -1.350, 0.743], [6.542, -1.615, -0.446], [6.768, -2.626, -1.062], [5.616, -0.521, -0.886], [4.663, -0.057, 0.235], [3.308, 0.442, -0.304], [2.166, 0.137, 0.648], [2.103, -1.282, 0.721], [2.354, 0.727, 2.064], [1.233, 1.533, 2.336], [-0.104, 0.800, 1.565], [-1.681, 1.095, 3.702], [-1.542, -0.019, 0.636], [-1.749, -1.455, 1.104], [-3.221, -1.880, 1.014], [-3.485, -3.191, 1.735], [-2.748, -4.366, 1.195], [-2.864, -4.624, -0.177], [-3.576, -5.904, -0.557], [-2.399, -3.890, -1.028], [-0.814, 2.857, 0.907], [-0.054, 4.494, 1.710], [0.980, 0.626, 0.195], [9.675, -3.204, 1.915], [8.625, -3.876, 0.634], [7.905, -3.305, 2.127], [8.974, -1.646, -0.160], [8.980, -0.980, 1.480], [5.038, -0.926, -1.716], [6.235, 0.312, -1.228], [5.141, 0.729, 0.823], [4.503, -0.891, 0.921], [3.105, -0.070, -1.247], [3.368, 1.517, -0.478], [3.213, 1.403, 2.099], [2.531, -0.048, 2.819], [0.246, -0.429, 2.179], [-2.462, 0.557, 0.763], [-1.270, -0.017, -0.423], [-1.161, -2.126, 0.475], [-1.436, -1.583, 2.146], [-3.800, -1.122, 1.553], [-3.545, -1.914, -0.027], [-4.560, -3.404, 1.794], [-3.144, -3.056, 2.765], [-3.097, -5.192, 1.665], [-3.285, -6.720, 0.108], [-4.655, -5.754, -0.517], [-3.269, -6.178, -1.566], [-2.193, 2.816, 1.144], [-0.717, 2.924, -0.499], [-2.853, 10.709, 5.357], [-3.380, 10.499, 4.067], [-2.420, 10.098, 3.093], [-2.612, 8.660, 2.670], [-2.264, 7.740, 3.738], [-2.614, 6.340, 3.482], [-4.084, 5.994, 3.307], [-4.883, 6.133, 4.475], [-5.358, 7.434, 4.731], [-3.637, 11.172, 5.955], [-2.551, 9.774, 5.842], [-1.989, 11.382, 5.330], [-1.405, 10.254, 3.470], [-2.560, 10.744, 2.221], [-1.965, 8.458, 1.811], [-3.654, 8.551, 2.331], [-2.710, 8.042, 4.594], [-2.230, 5.749, 4.315], [-2.073, 6.003, 2.591], [-4.130, 4.934, 3.046], [-4.548, 6.546, 2.479], [-5.553, 7.985, 3.806], [-4.665, 8.017, 5.347], [-6.295, 7.340, 5.284], [0.125, -5.371, -2.594], [-0.541, -6.199, -3.538], [-1.588, -5.545, -4.243], [-1.231, -5.364, -5.702], [-0.168, -4.386, -5.874], [0.396, -4.320, -7.215], [1.086, -5.559, -7.775], [2.299, -5.897, -7.133], [2.172, -6.659, -5.948], [0.771, -6.015, -1.999], [0.748, -4.611, -3.078], [-0.592, -4.880, -1.936], [-1.834, -4.589, -3.772], [-2.474, -6.187, -4.184], [-2.116, -5.019, -6.245], [-0.963, -6.355, -6.098], [0.572, -4.583, -5.213], [1.126, -3.508, -7.223], [-0.403, -4.033, -7.908], [1.355, -5.339, -8.812], [0.417, -6.429, -7.801], [1.313, -7.334, -5.993], [2.080, -6.029, -5.059], [3.080, -7.253, -5.843]], "forces_ev_per_a": [[-0.4, 0.0, -0.2], [0.2, -0.4, 0.3], [0.3, 0.6, -0.2], [0.0, -0.4, 0.0], [0.2, 0.3, -0.1], [-0.5, -0.2, 0.3], [0.0, 0.0, 0.1], [0.5, -0.3, 0.0], [0.2, 0.5, -0.1], [0.0, 0.1, 0.1], [0.2, 0.5, 0.3], [-0.2, -0.3, 0.3], [0.3, -0.5, -0.6], [-0.2, 0.1, 0.3], [0.1, 0.1, 0.0], [-0.4, -0.2, -0.4], [0.3, 0.1, 0.3], [0.4, 0.3, 0.3], [-0.9, -0.4, -0.5], [0.5, 0.4, -0.2], [0.6, -0.3, -0.2], [-0.5, -0.1, 0.3], [0.5, 0.9, 0.6], [0.1, -0.1, -0.3], [-0.3, -0.5, -0.1], [0.0, 0.0, 0.0], [0.1, 0.0, 0.1], [0.2, 0.0, 0.1], [-0.1, 0.0, 0.0], [-0.2, 0.0, 0.0], [0.1, 0.1, -0.1], [0.0, 0.0, -0.1], [0.0, -0.1, 0.0], [-0.1, 0.0, -0.1], [-0.2, 0.1, 0.0], [-0.3, 0.0, -0.1], [0.1, -0.1, -0.1], [-0.2, -0.1, -0.1], [0.0, 0.0, -0.1], [0.1, 0.0, 0.0], [0.0, 0.1, 0.0], [0.1, 0.0, 0.2], [0.1, 0.1, 0.0], [-0.1, 0.0, -0.2], [-0.1, 0.0, 0.0], [0.0, 0.0, -0.2], [0.0, -0.1, 0.0], [0.1, 0.1, 0.3], [-0.2, 0.0, 0.1], [0.0, 0.0, 0.1], [-0.2, 0.0, 0.0], [-0.2, -0.2, -0.3], [-0.2, -0.3, -0.1], [-0.1, 0.0, 0.0], [0.0, 0.0, 0.1], [0.0, 0.1, -0.2], [0.0, -0.1, 0.1], [-0.2, 0.1, 0.0], [0.1, 0.1, 0.0], [0.0, -0.2, -0.1], [0.0, 0.1, 0.0], [0.0, -0.1, 0.1], [0.0, 0.0, 0.0], [0.1, 0.0, 0.0], [0.0, 0.0, 0.0], [0.0, 0.0, 0.0], [0.0, 0.0, 0.0], [0.0, 0.0, 0.0], [0.0, 0.0, -0.1], [0.0, 0.0, 0.0], [0.0, 0.0, 0.0], [0.0, 0.0, 0.1], [0.0, 0.0, 0.0], [0.0, 0.1, 0.0], [0.0, 0.0, 0.0], [0.0, 0.1, -0.1], [0.0, 0.0, 0.0], [0.0, -0.1, 0.1], [0.1, 0.1, 0.0], [-0.1, -0.1, 0.0], [0.1, 0.0, 0.0], [0.0, -0.2, 0.0], [0.0, 0.1, 0.1], [0.0, 0.0, -0.2], [0.0, 0.0, 0.1], [0.1, 0.0, 0.0], [0.0, 0.0, 0.0], [0.0, 0.0, 0.0], [0.1, 0.1, 0.0], [0.0, 0.0, 0.0], [0.0, 0.0, 0.0], [0.0, 0.0, 0.0], [-0.1, 0.0, 0.0], [0.0, 0.0, 0.0], [0.0, 0.0, 0.0], [0.0, 0.0, 0.0], [0.0, 0.0, 0.0], [0.0, 0.0, 0.1], [0.0, 0.0, 0.0], [-0.1, 0.0, 0.0], [0.0, 0.0, 0.0]]}

=====

(5)
{"formula": "C3H2BrNO4", "method": "ωB97M-V/def2-TZVPD", "s_squared": 2.01, "de_lowest_ev": 0.000, "orbital_gap_ev": [6.8, 6.6], "spin_multiplicity": 3, "elements": ["C", "C", "C", "N", "O", "O", "O", "O", "Br", "H", "H"], "positions_angstrom": [[1.001, -0.419, 0.794], [-0.076, 1.828, -1.842], [-1.214, -0.881, 0.363], [-0.350, -0.760, 1.213], [1.300, -0.074, -0.300], [0.206, 1.860, -2.949], [-0.402, 1.868, -0.763], [1.794, -0.527, 1.808], [-1.196, -0.955, -1.485], [-2.315, -1.040, 0.701], [1.253, -0.900, 2.460]], "forces_ev_per_a": [[-3.0, -0.4, 2.8], [0.2, 0.5, -1.5], [-8.5, -0.9, -3.0], [7.2, 0.9, 1.5], [0.6, 0.1, -2.0], [0.7, -0.2, -1.9], [-1.0, 0.5, 3.5], [3.0, 0.7, -0.4], [0.1, -0.6, -0.6], [1.9, 0.3, -0.5], [-1.0, -0.9, 2.1]]}